A 2-piece molecular cluster, C2H10N2O overall at a distorted geometry, computed with ωB97M-V/def2-TZVPD.

```
15
Properties=species:S:1:pos:R:3:mulliken_charge:R:1
C 0.059 0.431 0.288 -0.568
C -1.136 1.367 0.071 -0.287
N -0.894 2.086 -1.207 -0.566
N 0.187 -0.755 -0.644 -0.635
H 0.955 1.052 0.165 0.334
H 0.226 -0.032 1.262 0.292
H -2.120 0.858 -0.019 0.244
H -1.148 2.220 0.806 0.308
H -1.547 2.852 -1.241 0.201
H -0.910 1.529 -2.045 0.177
H -0.763 -1.127 -0.637 0.212
H 0.293 -0.482 -1.625 0.256
H 2.382 -3.052 1.064 0.308
H 1.201 -2.054 0.960 0.406
O 1.610 -2.718 1.528 -0.682
```

Computed properties:
Relative energy (zero: lowest compared OMol25 entry of this formula, charge and spin): 47.61 kJ/mol
HOMO-LUMO gap: 10.38 eV
SMILES: NCCN.O



C5H5NS as an isolated structure at a distorted geometry, computed with ωB97M-V/def2-TZVPD.

```
12
Properties=species:S:1:pos:R:3:mulliken_charge:R:1
C 1.882 0.901 -0.041 -0.295
C 0.455 -0.927 -0.305 0.073
C -0.903 -1.496 -0.086 -0.290
C -1.038 0.835 -0.062 -0.770
C 0.389 0.501 -0.182 0.022
H 1.960 0.976 1.090 0.214
H 2.434 1.549 -0.796 0.348
H -1.601 -2.354 0.340 0.241
H -2.651 -0.495 0.073 0.163
H -1.514 1.761 0.075 0.429
N -1.713 -0.374 -0.068 0.018
S 2.301 -0.875 -0.038 -0.152
```

Computed properties:
Relative energy (zero: lowest compared OMol25 entry of this formula, charge and spin): 289.84 kJ/mol
HOMO-LUMO gap: 8.61 eV



A 2-piece molecular cluster, C6H14N2 overall at a distorted geometry, computed with ωB97M-V/def2-TZVPD.

```
22
Properties=species:S:1:pos:R:3:mulliken_charge:R:1
C -0.793 -2.084 0.027 -1.276
C -0.973 -0.742 0.704 0.765
N 0.134 -0.379 1.593 -0.506
N -2.192 -0.420 1.032 -0.705
H 0.821 -1.103 1.802 0.204
H -0.082 0.421 2.178 0.249
H -2.204 0.418 1.615 0.237
H 0.255 -2.369 -0.082 0.330
H -1.305 -2.865 0.595 0.358
H -1.233 -2.027 -0.970 0.283
C -1.000 1.964 -0.788 -1.509
C 2.289 -0.075 -0.664 -1.284
C 1.137 0.766 -0.210 0.031
C -0.101 0.761 -0.848 0.047
H 1.401 1.617 0.414 0.324
H -0.197 0.156 -1.746 0.420
H -2.044 1.647 -0.877 0.389
H -0.778 2.683 -1.581 0.383
H -0.905 2.483 0.171 0.301
H 3.015 -0.216 0.141 0.330
H 1.958 -1.056 -1.010 0.284
H 2.799 0.419 -1.497 0.348
```

Computed properties:
Relative energy (zero: lowest compared OMol25 entry of this formula, charge and spin): 279.87 kJ/mol
HOMO-LUMO gap: 8.46 eV
SMILES: [H]/N=C(/C)N.C/C=C/C



C13H37B2KNO3 as an isolated structure at a distorted geometry, computed with ωB97M-V/def2-TZVPD.

```
57
Properties=species:S:1:pos:R:3:mulliken_charge:R:1
K -1.307 -1.067 -1.225 -0.031
B 0.230 -3.207 -2.238 1.332
H -0.447 -4.080 -1.873 -0.269
H -0.382 -2.428 -2.801 -0.777
H 0.590 -2.771 -1.236 -0.484
H 1.186 -3.461 -2.854 -0.279
B -2.921 -2.908 0.681 0.770
H -1.775 -3.000 0.754 -0.314
H -3.406 -3.210 1.700 -0.251
H -3.120 -1.780 0.555 -0.443
H -3.395 -3.578 -0.146 -0.330
C -4.136 -1.288 -3.811 -0.916
O -3.057 -0.435 -3.481 -0.119
C -2.216 0.043 -4.535 -0.532
C -1.634 1.343 -3.995 -0.620
O -0.806 1.096 -2.882 -0.034
C -0.253 2.274 -2.364 -0.617
H -3.730 -2.146 -4.361 0.358
H -4.829 -0.826 -4.526 0.304
H -4.616 -1.570 -2.881 0.261
H -2.808 0.262 -5.428 0.410
H -1.503 -0.764 -4.714 0.267
H -2.453 2.025 -3.727 0.306
H -1.131 1.925 -4.782 0.390
H 0.346 2.886 -3.048 0.347
H 0.419 1.977 -1.554 -0.106
H -0.996 2.937 -1.902 0.377
C 0.218 -0.801 2.921 -1.912
C 0.278 0.611 2.341 1.712
C 0.541 1.603 3.521 -1.426
C 1.994 1.588 4.006 -0.592
C 2.896 1.902 2.824 -1.480
C 2.783 0.883 1.685 1.749
N 1.366 0.745 1.338 0.155
O 1.179 -0.159 0.268 -0.099
C 3.449 1.527 0.454 -2.033
C 3.507 -0.412 2.088 -1.611
C -1.069 1.026 1.723 -1.238
H -0.038 -1.512 2.127 0.395
H -0.623 -0.935 3.604 0.494
H 1.157 -1.030 3.423 0.378
H 0.301 2.621 3.212 0.469
H -0.136 1.273 4.310 0.444
H 2.238 0.589 4.376 0.285
H 2.172 2.321 4.794 0.387
H 3.909 1.858 3.240 0.440
H 2.757 2.911 2.429 0.421
H 2.771 2.225 -0.046 0.386
H 4.407 2.015 0.624 0.392
H 3.548 0.794 -0.355 0.412
H 2.873 -1.289 1.935 0.299
H 4.444 -0.603 1.561 0.426
H 3.809 -0.425 3.137 0.350
H -1.423 2.007 2.037 0.348
H -1.865 0.304 1.910 0.310
H -0.935 1.086 0.642 -0.066
H 1.641 -0.972 0.545 0.204
```

Computed properties:
Relative energy (zero: lowest compared OMol25 entry of this formula, charge and spin): 0.00 kJ/mol
Total charge: -1
HOMO-LUMO gap: 7.28 eV



A 2-piece molecular cluster, C8H15ClN5 overall at a distorted geometry, computed with ωB97M-V/def2-TZVPD.

```
29
Properties=species:S:1:pos:R:3:mulliken_charge:R:1
C 1.506 -0.956 -0.791 0.451
C 2.601 0.625 0.677 0.532
C -3.269 -0.341 -0.550 -0.800
C -2.161 -1.289 0.143 -0.479
C -2.520 0.990 -0.385 -0.171
C -1.485 -0.450 1.214 -0.519
C -1.608 0.936 0.706 -0.131
C 0.542 1.110 -0.657 -0.205
N 0.696 -0.117 -1.194 -0.272
N 2.526 -0.628 0.263 -0.260
N 1.624 1.435 0.230 -0.111
N 1.683 -2.120 -1.405 -0.439
N 3.653 1.116 1.440 -0.409
Cl 0.129 2.326 -1.895 -0.164
H -3.558 -0.656 -1.604 0.360
H -4.252 -0.438 -0.003 0.264
H -2.469 -2.337 0.455 0.431
H -1.531 -1.446 -0.702 0.059
H -1.860 1.171 -1.294 -0.033
H -3.160 1.933 -0.268 0.372
H -2.024 -0.474 2.093 0.510
H -0.465 -1.006 1.404 0.129
H -1.096 1.886 1.047 0.426
H 3.236 -1.339 0.586 0.288
H 1.641 2.375 0.495 0.216
H 0.901 -2.303 -2.053 0.280
H 2.623 -2.627 -1.300 0.231
H 4.389 0.479 1.795 0.223
H 3.709 2.148 1.555 0.225
```

Computed properties:
Relative energy (zero: lowest compared OMol25 entry of this formula, charge and spin): 149.19 kJ/mol
Total charge: +1
HOMO-LUMO gap (alpha / beta): 6.88 / 7.42 eV



A 9-piece molecular cluster, H18O9 overall at a distorted geometry, computed with ωB97M-V/def2-TZVPD.

```
27
Properties=species:S:1:pos:R:3:mulliken_charge:R:1
O -1.688 -0.745 -1.171 -0.669
H -2.539 -1.082 -1.468 0.242
H -0.946 -1.219 -1.614 0.383
O 0.667 -1.527 -1.655 -0.778
H 1.002 -0.817 -2.285 0.467
H 1.274 -1.486 -0.890 0.373
O -0.556 -0.690 2.655 -0.723
H -1.118 0.016 2.219 0.396
H -0.807 -0.733 3.567 0.299
O 1.514 0.691 2.990 -0.656
H 1.847 0.761 3.917 0.261
H 0.815 0.003 2.914 0.449
O 0.761 0.307 -3.697 -0.677
H 0.187 1.060 -3.369 0.377
H 1.245 0.581 -4.487 0.283
O 1.434 -1.724 0.903 -0.646
H 0.652 -1.715 1.492 0.288
H 2.268 -1.889 1.383 0.290
O -1.152 1.847 -2.016 -0.731
H -0.490 1.891 -1.275 0.394
H -1.595 1.041 -1.915 0.365
O 0.665 0.784 -0.105 -0.605
H 0.404 -0.051 -0.519 0.324
H 1.382 0.689 0.526 0.298
O -1.680 1.483 1.624 -0.769
H -1.010 1.344 0.952 0.428
H -2.536 1.180 1.325 0.336
```

Computed properties:
Relative energy (zero: lowest compared OMol25 entry of this formula, charge and spin): 145.28 kJ/mol
HOMO-LUMO gap: 11.18 eV
SMILES: O.O.O.O.O.O.O.O.O



A 4-piece molecular cluster, C19H37N4O10S4 overall at a distorted geometry, computed with ωB97M-V/def2-TZVPD.

```
74
Properties=species:S:1:pos:R:3:mulliken_charge:R:1
C -2.176 -0.590 -0.158 -0.498
C -1.093 -0.981 -0.955 -0.281
N 0.060 -1.379 -0.499 -0.994
N 0.122 -1.419 0.836 0.552
C -0.828 -1.113 1.698 0.696
C -0.537 -1.281 3.155 -0.824
C 0.677 -0.476 3.623 -1.243
C 0.526 1.049 3.405 -0.045
C 0.753 1.850 4.685 -0.901
S 2.473 2.382 4.957 -0.180
C 2.920 2.921 3.366 0.413
N 3.918 2.547 2.638 -0.381
N 3.854 3.322 1.481 -0.223
C 2.823 4.091 1.618 0.031
O 2.175 3.902 2.789 -0.248
C -2.050 -0.656 1.200 -0.213
H -3.078 -0.250 -0.639 0.452
H -1.190 -0.956 -2.028 0.546
H 1.015 -1.729 1.204 0.336
H -0.388 -2.348 3.319 0.349
H -1.394 -0.966 3.739 0.316
H 1.609 -0.852 3.208 0.523
H 0.756 -0.651 4.691 0.520
H 1.181 1.356 2.597 0.108
H -0.490 1.244 3.063 0.267
H 0.106 2.719 4.719 0.430
H 0.526 1.224 5.541 0.466
H 2.509 4.802 0.879 0.471
H -2.848 -0.388 1.869 0.516
O -1.858 -4.475 5.074 -0.685
S -2.742 -3.553 5.723 1.317
O -2.258 -2.255 6.094 -0.611
O -3.418 -4.256 6.958 -0.265
C -2.564 -4.859 7.968 -0.344
C -1.878 -3.837 8.850 -0.971
C -4.198 -3.354 4.753 -0.840
H -1.847 -5.521 7.483 0.332
H -3.233 -5.479 8.559 0.278
H -1.168 -3.234 8.287 0.283
H -1.336 -4.345 9.646 0.387
H -2.608 -3.160 9.293 0.271
H -4.578 -4.334 4.479 0.342
H -3.914 -2.795 3.864 0.207
H -4.930 -2.796 5.330 0.337
O 2.566 0.931 -4.028 -0.663
S 2.101 1.950 -3.141 1.384
O 0.806 2.535 -3.316 -0.641
O 3.193 3.084 -3.039 -0.347
C 3.640 3.716 -4.270 -0.364
C 2.612 4.659 -4.859 -0.975
C 2.220 1.373 -1.484 -0.570
H 3.932 2.944 -4.982 0.350
H 4.538 4.260 -3.990 0.294
H 1.722 4.127 -5.190 0.286
H 3.038 5.174 -5.719 0.393
H 2.301 5.398 -4.120 0.263
H 3.202 0.940 -1.317 0.439
H 1.445 0.620 -1.367 -0.042
H 2.042 2.202 -0.808 0.189
O 0.421 -0.818 -9.475 -0.639
S -0.476 0.121 -8.876 1.200
O -0.003 1.409 -8.475 -0.591
O -1.192 -0.583 -7.640 -0.257
C -0.346 -1.172 -6.629 -0.631
C 0.340 -0.142 -5.753 -0.788
C -1.903 0.319 -9.884 -0.943
H 0.378 -1.836 -7.105 0.375
H -1.014 -1.794 -6.034 0.261
H 1.047 0.455 -6.324 0.377
H 0.892 -0.631 -4.953 0.379
H -0.390 0.544 -5.321 0.250
H -2.277 -0.661 -10.165 0.321
H -1.588 0.874 -10.765 0.374
H -2.647 0.883 -9.330 0.314
```

Computed properties:
Total charge: +1
HOMO-LUMO gap: 6.73 eV